[1]
B2CsH8 as an isolated structure in a non-equilibrium geometry, computed with the ωB97M-V functional and the def2-TZVPD basis.

```
11
Properties=species:S:1:pos:R:3
Cs -2.207 1.813 -0.952
B -2.242 -3.279 -0.974
H -3.163 -2.732 -0.845
H -1.790 -3.394 -0.001
H -2.500 -4.258 -1.345
H -1.490 -2.947 -1.673
B 2.682 2.967 1.174
H 3.251 2.575 0.345
H 1.798 2.358 1.290
H 3.273 2.927 2.075
H 2.388 3.970 0.905
```

Kohn-Sham gap in Eh: 0.2025
Total charge: -1
DFT total energy in eV: -2025.30779
Energy above the lowest of the compared OMol25 structures with the same formula, charge and spin in kcal/mol: 96.6
E_HOMO in eV: -4.923

[2]
C5H3InO3 as an isolated structure in a non-equilibrium geometry, computed with the ωB97M-V functional and the def2-TZVPD basis.

```
12
Properties=species:S:1:pos:R:3
C 0.667 0.645 1.001
C 0.297 1.534 1.890
O -0.103 2.154 2.781
C 1.496 0.429 -0.214
C 0.066 0.234 -0.562
O -0.535 -0.975 -0.532
C -2.281 -0.930 -0.435
O -2.535 -2.033 -0.793
In -0.654 -2.839 -1.124
H 1.965 1.316 -0.650
H 2.100 -0.487 -0.184
H -0.483 0.952 -1.180
```

Kohn-Sham gap (alpha / beta) in Eh: 0.2099 / 0.2070
Total charge: +3
DFT total energy in eV: -16505.24454
Expectation value of S²: 0.798
Energy above the lowest of the compared OMol25 structures with the same formula, charge and spin in kcal/mol: 59.4
E_HOMO (alpha / beta) in eV: -24.254 / -24.151
Spin multiplicity: 2

[3]
C13H18N6O2PtS3 as an isolated structure in a non-equilibrium geometry, computed with the ωB97M-V functional and the def2-TZVPD basis.

```
43
Properties=species:S:1:pos:R:3
Pt 7.493 10.344 11.686
C 8.162 11.147 6.572
S 6.561 11.619 7.299
C 6.853 11.479 9.093
S 8.431 11.171 9.723
N 5.852 11.800 9.880
N 6.068 11.693 11.225
C 5.338 12.352 12.084
C 5.767 12.470 13.423
C 4.989 12.183 14.543
C 5.452 12.478 15.833
C 6.664 13.190 15.904
C 7.347 13.423 14.708
N 6.950 13.058 13.523
H 7.847 11.098 5.490
H 8.494 10.172 6.920
H 8.978 11.894 6.744
H 4.557 12.997 11.674
H 3.997 11.728 14.390
H 4.838 12.140 16.649
H 7.136 13.595 16.847
H 8.269 13.991 14.738
N 8.956 9.028 12.451
C 8.827 8.828 13.880
C 7.331 9.057 14.282
O 6.725 8.188 14.825
O 6.763 9.958 13.646
H 8.540 8.287 11.852
H 9.949 9.250 12.179
H 9.462 9.591 14.459
H 9.141 7.805 14.150
S 6.529 7.130 11.108
C 7.604 6.948 9.786
N 7.975 5.802 9.191
C 9.014 5.921 8.186
C 9.185 7.446 8.114
N 8.263 7.950 9.130
H 7.691 4.910 9.577
H 8.698 5.447 7.234
H 9.961 5.473 8.541
H 8.996 7.850 7.091
H 10.247 7.791 8.293
H 8.164 8.944 9.365
```

Kohn-Sham gap (alpha / beta) in Eh: 0.2232 / 0.1713
Total charge: +2
DFT total energy in eV: -62539.48066
Expectation value of S²: 6.047
E_HOMO (alpha / beta) in eV: -12.967 / -14.933
Spin multiplicity: 5

[4]
One molecule with the formula H4O2Si2 in a non-equilibrium geometry, computed with the ωB97M-V functional and the def2-TZVPD basis.

```
8
Properties=species:S:1:pos:R:3
O 0.343 -1.008 -0.092
O -0.591 1.221 -0.085
Si -1.249 -0.186 -0.033
Si 1.282 0.224 -0.009
H -2.219 -0.566 -1.128
H -1.539 -1.062 1.170
H 1.877 1.039 1.106
H 2.279 0.394 -1.072
```

Kohn-Sham gap in Eh: 0.3843
Total charge: 0
DFT total energy in eV: -19916.41597
Energy above the lowest of the compared OMol25 structures with the same formula, charge and spin in kcal/mol: 43.2
E_HOMO in eV: -10.513